No. 1
The following is a quantum chemistry calculation of an isolated molecule of C4H15NSi2 at a distorted geometry, from OMol25.

As for the gap between HOMO and LUMO: 9.236 eV. As for the charge: 0. As for the SMILES: CC(C)N(C)[SiH2][SiH3].

Last column: Mulliken charge in e.
Element x y z (Å)
1 C 1.52434 -1.55919 -0.96694  -1.47
2 C 0.10969 -1.41307 -0.35148  0.06
3 C -0.93404 -1.63627 -1.46258  -1.43
4 N 0.09990 -0.14212 0.40158  0.34
5 C 0.40482 -0.20133 1.81012  -0.97
6 Si -0.07072 1.36064 -0.39777  0.20
7 Si -1.04310 2.91473 1.02044  0.49
8 H 1.69604 -0.85426 -1.76480  0.37
9 H 2.40262 -1.59689 -0.35834  0.34
10 H 1.62460 -2.39444 -1.57194  0.50
11 H 0.23032 -2.25624 0.41379  0.27
12 H -0.93867 -0.86684 -2.12068  0.44
13 H -1.85348 -1.63320 -0.93539  0.36
14 H -0.64312 -2.70126 -1.79976  0.35
15 H 0.30370 0.76332 2.13545  0.27
16 H -0.30402 -0.83306 2.38296  0.33
17 H 1.27197 -0.73646 2.11404  0.32
18 H -0.81830 1.38608 -1.76012  -0.14
19 H 1.21762 1.89047 -0.63551  -0.13
20 H -2.17525 3.00794 1.90648  -0.19
21 H 0.01775 3.42977 1.70052  -0.17
22 H -1.21230 4.04318 0.05607  -0.16

Forces on atoms 1 to 2 (eV/Å):
-0.42 1.06 -0.91
3.27 -0.70 1.01

***

No. 2
The following is a quantum chemistry calculation of a cluster of 2 separate species, C6H5Br in total at a distorted geometry, from OMol25.

As for the gap between HOMO and LUMO: 9.340 eV. As for the charge: 0. As for the SMILES: C#CC(=C)C#C.Br.

Last column: Mulliken charge in e.
Element x y z (Å)
1 C -1.82275 -1.09545 1.50456  0.18
2 C -1.20158 -0.65071 0.57976  -0.59
3 C -0.40521 -0.03030 -0.37288  0.31
4 C -0.12789 -0.56575 -1.55532  -0.93
5 C -0.16572 1.36280 -0.08463  -0.38
6 C -0.30990 2.57525 0.00160  -0.13
7 H -2.31231 -1.63700 2.23307  0.49
8 H 0.34350 -0.14293 -2.37817  0.40
9 H -0.45416 -1.59122 -1.69875  0.27
10 H -0.04631 3.63165 -0.04641  0.38
11 Br 2.99097 -0.80855 0.20471  -0.21
12 H 3.51136 -1.04778 1.61249  0.21

Forces on atoms 1 to 2 (eV/Å):
0.70 0.26 -1.20
-0.66 -1.10 1.70

***

No. 3
The following is a quantum chemistry calculation of a structure of composition C31H40F5N6O5P2ReS5, from OMol25.

The spin multiplicity is 2. As for the gap between HOMO and LUMO (alpha / beta): 5.619 / 6.338 eV. As for the charge: +1. Its expectation value of S² is 0.90.

Last column: Mulliken charge in e.
Element x y z (Å)
1 Re -0.77113 -0.02360 -0.22129  0.63
2 C 1.36237 3.97080 0.19590  -1.03
3 O 0.22438 3.13782 0.17266  0.02
4 C -0.87900 3.62408 -0.45144  0.73
5 C -0.94329 4.83081 -1.14217  -0.75
6 C -2.13416 5.22904 -1.73835  -0.87
7 C -3.26780 4.43701 -1.66613  -1.04
8 C -3.21094 3.23053 -0.98580  -0.41
9 C -2.02972 2.83057 -0.39045  0.04
10 N -2.00347 1.58623 0.34313  1.67
11 N -2.86036 1.62094 1.25145  -1.10
12 C -2.99705 0.65310 2.19764  0.41
13 C -1.99017 -0.27492 2.47974  0.88
14 O -0.93718 -0.35859 1.69824  -0.46
15 C -2.07604 -1.08426 3.63955  -1.10
16 C -3.17163 -1.00212 4.43944  -1.01
17 C -4.23819 -0.09859 4.17012  0.63
18 C -5.37186 -0.03359 5.00583  -0.99
19 C -6.38262 0.84865 4.73508  -0.61
20 C -6.29062 1.69478 3.61658  -0.71
21 C -5.20342 1.64677 2.78446  -0.65
22 C -4.15298 0.75013 3.04728  0.61
23 H 1.11434 4.96687 0.57415  0.55
24 H 2.06991 3.49682 0.87000  0.00
25 H 1.80902 4.05276 -0.79852  0.34
26 H -0.07765 5.46793 -1.20831  0.53
27 H -2.16739 6.17054 -2.26530  0.44
28 H -4.18615 4.74967 -2.13553  0.41
29 H -4.07301 2.58858 -0.90966  0.57
30 H -1.28452 -1.78674 3.83494  0.26
31 H -3.25202 -1.64112 5.30870  0.44
32 H -5.42817 -0.69103 5.86151  0.43
33 H -7.24883 0.89701 5.37491  0.41
34 H -7.09085 2.38953 3.40723  0.43
35 H -5.14222 2.29419 1.92532  0.51
36 C 3.60637 1.17323 2.10439  -0.87
37 N 4.11363 0.46552 0.93347  0.30
38 C 5.45127 -0.08703 1.11217  -1.13
39 P 3.01977 -0.11131 -0.13476  -0.30
40 O 1.73745 0.62459 -0.07355  0.45
41 O 2.78341 -1.68409 0.35275  0.25
42 P 1.43029 -2.54916 0.41665  -1.27
43 O 0.33016 -1.79698 -0.28526  0.51
44 N 1.25640 -2.79442 2.02101  0.76
45 C 1.11591 -4.09783 2.64523  -1.14
46 C 1.63301 -1.73049 2.93514  -0.97
47 N 1.68178 -3.98040 -0.30228  0.49
48 C 0.92441 -4.47631 -1.43681  -0.78
49 C 2.94374 -4.66394 -0.06108  -1.15
50 N 3.68138 -0.25362 -1.63730  0.20
51 C 2.71372 -0.54675 -2.68470  -0.63
52 C 4.92916 -0.96550 -1.86668  -0.85
53 H 4.23488 2.04144 2.30065  0.38
54 H 3.61543 0.52672 2.98366  0.35
55 H 2.59235 1.50729 1.91790  0.04
56 H 5.74343 0.05829 2.15256  0.43
57 H 6.18302 0.42447 0.48670  0.26
58 H 5.47826 -1.15701 0.91036  0.41
59 H 0.77715 -4.82957 1.91981  0.34
60 H 0.37313 -4.03909 3.44310  0.29
61 H 2.06290 -4.42862 3.07994  0.38
62 H 1.58883 -0.76473 2.43811  -0.06
63 H 2.64116 -1.89700 3.32685  0.34
64 H 0.93638 -1.69879 3.76937  0.47
65 H -0.01028 -3.94334 -1.51604  0.09
66 H 0.71802 -5.53675 -1.28392  0.29
67 H 1.48553 -4.35828 -2.36680  0.32
68 H 3.38317 -4.33391 0.87658  0.32
69 H 3.65518 -4.47031 -0.86866  0.29
70 H 2.76727 -5.73849 0.00047  0.40
71 H 1.78658 -0.03415 -2.47145  -0.45
72 H 2.52164 -1.61956 -2.76971  0.33
73 H 3.10701 -0.18822 -3.63686  0.54
74 H 5.76381 -0.46811 -1.38377  0.24
75 H 5.11770 -0.95909 -2.93902  0.40
76 H 4.87898 -2.00582 -1.53739  0.23
77 C 0.79205 3.55990 -4.25677  -0.41
78 S -0.93760 3.10283 -4.54591  -0.06
79 C -0.74498 1.36637 -4.80943  -0.06
80 C -0.64303 0.42082 -3.85174  -0.04
81 S -0.47161 0.96200 -2.17763  0.33
82 S -0.45838 -1.21913 -4.43123  0.26
83 C -0.47768 -0.86565 -6.13587  0.01
84 S -0.33276 -2.01374 -7.27981  -0.18
85 S -0.70288 0.82935 -6.45878  -0.14
86 H 0.80062 4.63792 -4.13786  0.35
87 H 1.40834 3.29207 -5.10945  0.39
88 H 1.16082 3.09286 -3.35060  -0.12
89 F -2.73626 -2.02144 0.44966  -0.34
90 C -2.55505 -1.10215 -0.55738  0.66
91 F -3.69896 -0.33060 -0.55253  -0.28
92 C -2.69436 -1.92951 -1.86142  0.58
93 F -3.17541 -1.17474 -2.85880  -0.26
94 F -1.50399 -2.41069 -2.25883  -0.12
95 F -3.49982 -2.97993 -1.70735  -0.29

Forces on atoms 1 to 2 (eV/Å):
-0.09 -0.09 -0.12
0.20 0.10 0.04

***

No. 4
The following is a quantum chemistry calculation of a cluster of 2 separate species, C5H13IN2 in total at a distorted geometry, from OMol25.

As for the gap between HOMO and LUMO (alpha / beta): 7.568 / 7.669 eV. As for the charge: 0.

Last column: Mulliken charge in e.
Element x y z (Å)
1 C 1.25550 -2.62809 -0.53126  -0.85
2 C -0.42716 -0.93516 1.40468  -1.46
3 C -0.46651 3.23936 0.13225  -0.87
4 C 0.18049 -1.62054 -0.92683  -0.73
5 C 0.16336 -0.51110 0.09418  0.35
6 N -0.62474 2.25012 -0.87380  -0.01
7 N -1.16758 1.08549 -0.61040  -0.50
8 I 2.08522 0.35365 0.13629  0.03
9 H 1.06096 -2.76619 0.64338  0.18
10 H 2.15851 -2.10468 -0.66856  0.34
11 H 1.25665 -3.66692 -0.99732  0.29
12 H -0.05012 -1.92568 1.56635  0.27
13 H -1.52587 -1.08059 1.33514  0.37
14 H -0.39128 -0.34887 2.24270  0.49
15 H 0.30366 2.91694 0.83275  0.27
16 H -0.31938 4.16697 -0.37053  0.36
17 H -1.50497 3.39548 0.57070  0.28
18 H -0.79197 -2.02136 -0.84130  0.33
19 H 0.45951 -1.29101 -1.91717  0.31
20 H 0.00156 2.26269 -1.60381  0.27
21 H -1.65582 1.22949 0.38256  0.27

Forces on atoms 1 to 2 (eV/Å):
-1.80 -1.97 2.74
-1.38 -1.46 -2.14

***

No. 5
The following is a quantum chemistry calculation of a structure of composition C11H15MgO8P at a distorted geometry, from OMol25.

As for the gap between HOMO and LUMO: 8.016 eV. As for the charge: +2.

Last column: Mulliken charge in e.
Element x y z (Å)
1 O 4.45131 -3.34696 -3.39583  -0.03
2 C 3.61049 -2.79131 -2.85710  0.11
3 Mg 1.61677 -1.18456 -1.63287  1.10
4 O 2.74731 1.34279 -3.75075  -0.11
5 C 2.43103 0.46919 -3.07618  0.33
6 C 0.87192 -2.79025 -0.13922  0.28
7 O 0.43082 -3.52681 0.62466  -0.14
8 C 2.89837 -0.53070 0.14432  0.11
9 O 3.56262 -0.21384 1.02884  -0.14
10 C -0.05513 -1.79655 -3.09409  0.42
11 O -0.98046 -2.03367 -3.73303  -0.13
12 C -3.32343 -2.04160 0.45515  -1.28
13 C -2.29765 -1.35392 -0.42326  0.06
14 O -1.39083 -0.67455 0.50387  -0.33
15 P 0.14902 -0.20065 0.32093  0.41
16 O 0.51684 0.08199 1.85403  -0.36
17 C -0.44127 0.34089 2.93273  -0.24
18 C -1.41011 1.44803 2.63789  -0.89
19 O 0.03601 1.32167 -0.28674  -0.32
20 C 1.06585 2.32850 0.11297  0.19
21 C 0.92378 3.48677 -0.83046  -1.27
22 H -2.86687 -2.87427 0.99960  0.30
23 H -4.11798 -2.46166 -0.16307  0.44
24 H -3.78063 -1.34145 1.17025  0.32
25 H -1.74527 -2.06733 -1.05234  0.08
26 H -2.75867 -0.59230 -1.06705  0.29
27 H -0.95292 -0.60311 3.14886  0.30
28 H 0.19502 0.58761 3.78644  0.34
29 H -2.13966 1.14794 1.87576  0.24
30 H -1.96175 1.66052 3.56153  0.40
31 H -0.89582 2.36517 2.33166  0.22
32 H 0.85096 2.62621 1.15095  0.20
33 H 2.06903 1.87461 0.05994  0.12
34 H -0.10946 3.83238 -0.87667  0.34
35 H 1.56348 4.29963 -0.48362  0.41
36 H 1.23727 3.21156 -1.83808  0.21

Forces on atoms 1 to 2 (eV/Å):
-2.60 1.67 1.69
2.26 -1.41 -1.49

***

No. 6
The following is a quantum chemistry calculation of an isolated molecule of C5H10O2, from OMol25.

As for the gap between HOMO and LUMO: 10.406 eV. As for the charge: 0. As for the SMILES: C[C@@H]1[C@H](O)C[C@@H]1O.

Last column: Mulliken charge in e.
Element x y z (Å)
1 C 0.68761 1.69844 0.26410  -1.60
2 C 0.79210 0.20746 0.00440  0.26
3 C -0.06090 -0.38228 -1.15591  0.04
4 O -1.19245 0.38102 -1.51275  -0.58
5 C -0.50104 -1.52083 -0.22171  -0.87
6 C 0.08946 -0.76039 0.98790  -0.06
7 O -0.86418 -0.07850 1.77034  -0.52
8 H 1.15716 2.26949 -0.54705  0.37
9 H 1.18445 1.97491 1.19948  0.37
10 H -0.36043 1.99525 0.34423  0.38
11 H 1.83963 -0.09387 -0.11869  0.35
12 H 0.50644 -0.68819 -2.04686  0.34
13 H -0.88732 1.18713 -1.94869  0.33
14 H -0.00250 -2.47249 -0.42661  0.23
15 H -1.58549 -1.67161 -0.20298  0.35
16 H 0.76742 -1.34713 1.62501  0.31
17 H -1.56996 -0.69840 1.98580  0.31

Forces on atoms 1 to 2 (eV/Å):
0.00 0.04 0.03
0.09 0.11 -0.02

***

No. 7
The following is a quantum chemistry calculation of a structure of composition C25H30N10OPbS at a distorted geometry, from OMol25.

As for the gap between HOMO and LUMO (alpha / beta): 4.568 / 4.424 eV. As for the charge: +2.

Last column: Mulliken charge in e.
Element x y z (Å)
1 Pb -0.16762 0.28696 -0.40691  1.83
2 C -0.28981 3.31247 1.43135  -1.31
3 N 0.36226 2.04024 1.80470  0.45
4 C -0.44182 1.29357 2.82588  -0.74
5 C 1.73039 2.05505 1.95539  0.47
6 C 2.45007 3.21755 2.19181  -0.31
7 C 3.75852 3.19083 2.57585  -0.59
8 C 4.51151 2.00756 2.51901  -0.85
9 C 3.85142 0.84292 2.12840  -0.41
10 C 2.46794 0.82458 1.84403  0.22
11 N 1.79088 -0.28149 1.42508  1.15
12 C 2.38063 -1.51969 1.52788  -0.42
13 C 2.81227 -2.13131 2.75703  -0.43
14 C 2.94387 -3.53202 2.81452  -0.94
15 C 2.88274 -4.31466 1.62025  -0.48
16 C 2.61634 -3.74392 0.38284  -0.27
17 C 2.42059 -2.36922 0.36370  -0.13
18 N 2.17054 -1.71652 -0.86900  0.49
19 C 3.25840 -0.84937 -1.35185  -0.94
20 C 1.28438 -2.33706 -1.78623  -1.39
21 H -0.27012 4.00424 2.30846  0.39
22 H -1.33510 3.05989 1.23266  0.19
23 H 0.25584 3.77890 0.58332  0.45
24 H -0.54012 1.88684 3.75292  0.39
25 H 0.11745 0.43584 3.16137  0.26
26 H -1.41982 0.94718 2.41839  0.18
27 H 1.87588 4.19652 2.09961  0.39
28 H 4.19898 4.00711 3.12038  0.43
29 H 5.54689 2.05889 2.76575  0.49
30 H 4.44516 -0.04601 1.80464  0.41
31 H 2.82837 -1.53504 3.67473  0.47
32 H 3.36166 -3.98790 3.70132  0.44
33 H 3.14492 -5.35289 1.70535  0.47
34 H 2.56409 -4.31332 -0.59216  0.35
35 H 4.23217 -1.01433 -0.97940  0.35
36 H 3.00314 0.18806 -1.14612  0.26
37 H 3.29648 -0.92791 -2.45991  0.40
38 H 1.65777 -3.20580 -2.34098  0.39
39 H 1.01836 -1.56818 -2.55388  0.44
40 H 0.30872 -2.62825 -1.35181  0.47
41 N -3.29153 -3.05521 0.81759  0.02
42 C -2.13590 -2.43136 1.29563  -0.42
43 N -2.17853 -1.15193 1.02801  -0.11
44 C -3.33919 -0.99698 0.37628  0.50
45 N -4.01078 -2.15914 0.17862  -0.61
46 C -3.91983 0.22665 -0.08487  0.15
47 C -5.04792 0.34219 -0.86108  -0.68
48 N -5.23958 1.32875 -1.74285  -0.44
49 C -4.40535 2.32740 -1.73790  -0.60
50 C -3.34328 2.31188 -0.85837  0.03
51 N -3.02533 1.26942 -0.13689  -0.02
52 H -3.54889 -4.05065 0.78530  0.23
53 H -1.35907 -2.93789 1.88769  0.53
54 H -5.74561 -0.44692 -1.06525  0.48
55 H -4.60232 3.16270 -2.40542  0.45
56 H -2.71212 3.16105 -0.64158  0.38
57 S -0.02548 4.08933 -3.46242  -0.34
58 C 0.36107 2.99718 -2.38875  0.37
59 N 0.71114 2.21299 -1.51391  -0.81
60 C -3.28986 -1.16986 -4.18774  -1.09
61 C -2.34532 -0.19136 -3.55307  0.52
62 N -2.19145 1.01451 -4.12418  -0.17
63 O -1.77221 -0.50962 -2.46197  -0.57
64 H -4.27750 -1.06345 -3.68675  0.23
65 H -2.93805 -2.16248 -3.98451  0.29
66 H -3.46530 -1.01562 -5.28616  0.44
67 H -2.54636 1.08257 -5.04520  0.21
68 H -1.39973 1.55559 -3.79863  0.02

Forces on atoms 1 to 2 (eV/Å):
-0.52 0.67 -0.82
0.52 0.44 0.74